The following is a quantum chemistry calculation of 2 unconnected molecules or ions with the total composition C2H6I2NP, from the Open Molecules 2025 dataset.

As for the energy above the lowest of the compared OMol25 structures with the same formula, charge and spin: 275.39 kJ/mol. As for the charge: 0. Its total energy is -1071.212767 Eh. The value obtained for the frontier orbital gap (alpha / beta) is 7.775 / 7.686 eV.

Atoms and positions in Å:
C -0.0880 0.1955 1.5333
C -0.1569 1.2174 0.4853
N 0.7979 1.3040 -0.5406
P 0.0161 -1.3306 -3.0453
I 1.5898 -2.7300 -1.8461
I -2.1888 -2.3388 -2.7380
H 0.4547 0.5941 2.4444
H -1.0636 -0.1252 2.0008
H 0.4431 -0.6827 1.2262
H -1.0975 0.9630 -0.1076
H -0.2444 2.2496 0.9814
H 1.5376 0.6838 -0.3940

Let us look at the natural (NBO) charges, expressed in e, one per atom: atom 1 (C): -0.637, atom 2 (C): -0.311, atom 3 (N): -0.416, atom 4 (P): 0.172, atom 5 (I): -0.085, atom 6 (I): -0.086, atom 7 (H): 0.204, atom 8 (H): 0.222, atom 9 (H): 0.210, atom 10 (H): 0.216, atom 11 (H): 0.217, atom 12 (H): 0.295